{"formula": "H3NO2S", "method": "ωB97M-V with the def2-TZVPD basis set", "total_charge": 0, "smiles": "O=S.NO", "multiplicity": 1, "homo_lumo_gap_ev": [7.786, 7.764], "symbols": ["O", "S", "N", "O", "H", "H", "H"], "positions_angstrom": [[-0.8432, 1.2614, -2.3624], [0.2599, 1.9404, -3.0168], [-0.3797, -0.7305, -0.1722], [0.6391, 0.2076, 0.2558], [-0.6920, -1.0207, 0.8495], [-1.1635, -0.2176, -0.6065], [1.4837, -0.0631, -0.0547]], "atomic_forces_ev_per_a": [[-1.33, -0.73, 0.67], [1.28, 0.76, -0.70], [-0.02, -1.05, 3.25], [-1.67, 1.31, 0.18], [0.16, 0.42, -3.05], [0.85, 0.23, 0.48], [0.74, -0.95, -0.83]]}

{"formula": "H3NO3P", "method": "ωB97M-V with the def2-TZVPD basis set", "total_charge": -1, "smiles": "[O-]P(O)NO", "multiplicity": 1, "homo_lumo_gap_ev": 7.900, "symbols": ["O", "P", "O", "N", "O", "H", "H", "H"], "positions_angstrom": [[-0.2165, 0.3111, -1.7288], [0.7348, 0.6197, -0.6523], [1.3817, -0.9462, -0.3524], [-0.4198, 0.7128, 0.8674], [-1.2625, -0.4416, 0.5904], [1.6795, -1.0908, 0.6043], [-0.9935, 1.5337, 1.0357], [-0.9036, -0.6989, -0.3642]], "atomic_forces_ev_per_a": [[-1.48, -0.78, -2.03], [1.56, 1.65, 2.55], [0.39, -0.07, 2.17], [1.73, -1.69, -0.54], [0.36, -0.24, -1.46], [-0.73, 0.58, -1.95], [-0.22, -0.06, -0.74], [-1.61, 0.60, 2.00]]}

Computed largest force on an atom (eV Å⁻¹) in order:
3.41, 3.42
Computed energy above the lowest of the compared OMol25 structures with the same formula, charge and spin (kcal per mole) in order:
85.7, 98.4